[1]
The following is a quantum chemistry calculation of one molecule with the formula C3H7NO2 at a distorted geometry, from the OMol25 dataset.

Last columns: bonded neighbours and bond lengths (Å).
Element x y z (Å)
1 C 1.7575 0.0537 0.0776  C2 1.588, H7 1.190, H8 1.066, H9 1.096
2 C 0.2941 0.6617 -0.0275  C1 1.588, C3 1.569, H10 1.086, H11 1.136
3 C -0.5941 -0.6158 -0.2292  C2 1.569, N4 1.529, H12 1.027, H13 1.075
4 N -2.0618 -0.2202 -0.0659  C3 1.529, O5 1.175, O6 1.201
5 O -2.5650 -0.5966 0.9274  N4 1.175
6 O -2.5726 0.5229 -0.8592  N4 1.201
7 H 1.7625 -0.2056 1.2386  C1 1.190
8 H 1.9491 -0.7757 -0.5646  C1 1.066
9 H 2.6462 0.6935 0.0290  C1 1.096
10 H 0.2234 1.4550 -0.7655  C2 1.086
11 H -0.0836 1.2513 0.8668  C2 1.136
12 H -0.4177 -0.9295 -1.1911  C3 1.027
13 H -0.3381 -1.2948 0.5636  C3 1.075

Computed properties:
HOMO energy: -11.108 eV
SMILES: CCC[N+](=O)[O-]
Energy: -323.61691 hartree
Net charge: 0



[2]
The following is a quantum chemistry calculation of a 2-piece molecular cluster, C3H7NO2 overall, from the OMol25 dataset.

Last columns: bonded neighbours and bond lengths (Å).
Element x y z (Å)
1 C 0.8591 0.1680 0.4585  C2 1.337, H6 1.082, H7 1.087
2 C -0.4267 0.4614 0.2397  C1 1.337, C3 1.498, N4 1.448
3 C -1.0397 1.8098 0.4644  C2 1.498, H8 1.093, H9 1.092, H10 1.095
4 N -1.4439 -0.5182 -0.0797  C2 1.448, O5 1.208
5 O -1.0801 -1.5578 -0.5766  N4 1.208
6 H 1.2790 -0.8236 0.3557  C1 1.082
7 H 1.5466 0.9669 0.7245  C1 1.087
8 H -2.0245 1.6696 0.9184  C3 1.093
9 H -0.4192 2.4081 1.1348  C3 1.092
10 H -1.1778 2.3602 -0.4723  C3 1.095
11 O 1.5592 -2.1134 -1.2914  H12 0.973, H13 0.963
12 H 0.6009 -1.9886 -1.1790  O11 0.973
13 H 1.7670 -2.8423 -0.6971  O11 0.963

Computed properties:
HOMO energy (alpha / beta): -9.518 / -9.519 eV
SMILES: C=C(C)N=O.O
Energy: -323.63134 hartree
Net charge: 0



[3]
The following is a quantum chemistry calculation of one molecule with the formula C3H7NO2 at a distorted geometry, from the OMol25 dataset.

Last columns: bonded neighbours and bond lengths (Å).
Element x y z (Å)
1 O 1.1994 0.2901 1.4692  C2 1.224
2 C 1.7101 0.2391 0.3582  O1 1.224, N3 1.362, H7 1.099
3 N 0.9672 0.2948 -0.7819  C2 1.362, C4 1.479, H8 1.014
4 C -0.4931 0.4888 -0.6524  N3 1.479, C5 1.540, H9 1.096, H10 1.096
5 C -1.2450 -0.6445 0.0699  C4 1.540, O6 1.396, H11 1.096, H12 1.105
6 O -1.2264 -0.5706 1.4637  C5 1.396, H13 0.976
7 H 2.8040 0.1407 0.3955  C2 1.099
8 H 1.3428 0.2813 -1.7234  N3 1.014
9 H -0.6855 1.4262 -0.1174  C4 1.096
10 H -0.9073 0.5956 -1.6616  C4 1.096
11 H -2.3020 -0.5863 -0.2135  C5 1.096
12 H -0.8572 -1.6067 -0.3095  C5 1.105
13 H -0.3071 -0.3486 1.7033  O6 0.976

Computed properties:
HOMO energy: -9.728 eV
SMILES: O=CNCCO
Energy: -323.73923 hartree
Net charge: 0



[4]
The following is a quantum chemistry calculation of one molecule with the formula C3H7NO2, from the OMol25 dataset.

Last columns: bonded neighbours and bond lengths (Å).
Element x y z (Å)
1 C 0.6305 -1.6407 0.0595  C2 1.492, H7 1.091, H8 1.096, H9 1.095
2 C 0.2797 -0.1906 0.0997  C1 1.492, C3 1.515, N5 1.276
3 C -1.1808 0.2102 0.1290  C2 1.515, O4 1.412, H10 1.099, H11 1.095
4 O -1.5012 0.8839 -1.0702  C3 1.412, H12 0.966
5 N 1.2464 0.6428 0.1006  C2 1.276, O6 1.403
6 O 0.7870 1.9615 0.2316  N5 1.403, H13 0.966
7 H 1.7089 -1.7758 -0.0386  C1 1.091
8 H 0.2978 -2.0869 1.0032  C1 1.096
9 H 0.1120 -2.1567 -0.7559  C1 1.095
10 H -1.3885 0.8377 1.0074  C3 1.099
11 H -1.8135 -0.6815 0.1909  C3 1.095
12 H -0.7862 1.5252 -1.1699  O4 0.966
13 H 1.6079 2.4709 0.2127  O6 0.966

Computed properties:
HOMO energy: -9.939 eV
SMILES: C/C(CO)=N/O
Energy: -323.67934 hartree
Net charge: 0



[5]
The following is a quantum chemistry calculation of one molecule with the formula C3H7NO2 at a distorted geometry, from the OMol25 dataset.

Last columns: bonded neighbours and bond lengths (Å).
Element x y z (Å)
1 C -2.1105 -0.4848 -0.0122  O2 1.382, H7 1.102, H8 1.123, H9 1.154
2 O -1.2222 0.5733 0.0372  C1 1.382, C3 1.287
3 C 0.0351 0.2992 0.0095  O2 1.287, C4 1.491, N5 1.302
4 C 0.9572 1.4708 -0.0254  C3 1.491, H10 1.282, H11 1.238, H12 1.279
5 N 0.4511 -0.9337 -0.0284  C3 1.302, O6 1.413
6 O 1.8610 -0.8563 0.0261  N5 1.413, H13 0.952
7 H -1.8339 -1.2088 -0.7961  C1 1.102
8 H -3.1536 -0.1595 -0.2727  C1 1.123
9 H -2.1882 -1.0471 0.9925  C1 1.154
10 H 1.1355 1.7496 1.2132  C4 1.282
11 H 2.0481 1.1323 -0.5025  C4 1.238
12 H 0.4015 2.4094 -0.6930  C4 1.279
13 H 2.0315 -1.7870 -0.0805  O6 0.952

Computed properties:
HOMO energy: -8.863 eV
SMILES: CO/C(C)=N/O
Energy: -323.61970 hartree
Net charge: 0



[6]
The following is a quantum chemistry calculation of one molecule with the formula C3H7NO2 at a distorted geometry, from the OMol25 dataset.

Last columns: bonded neighbours and bond lengths (Å).
Element x y z (Å)
1 C -0.2881 1.8192 -0.8691  N2 1.387, H7 1.157, H8 1.189, H9 1.130
2 N -0.5748 0.4638 -0.8086  C1 1.387, C3 1.502, H10 1.066
3 C 0.3837 -0.2694 0.0853  N2 1.502, C4 1.472, H11 1.096, H12 1.146
4 C -0.0581 -1.5008 0.7602  C3 1.472, O5 1.206, O6 1.404
5 O -1.1795 -1.8179 1.0694  C4 1.206
6 O 1.0824 -2.1887 1.2047  C4 1.404, H13 0.988
7 H -1.1843 2.4109 -1.2986  C1 1.157
8 H -0.1297 2.3387 0.1891  C1 1.189
9 H 0.7272 1.9271 -1.3537  C1 1.130
10 H -1.5827 0.1200 -0.8443  N2 1.066
11 H 1.2405 -0.4927 -0.5602  C3 1.096
12 H 0.7706 0.2979 1.0027  C3 1.146
13 H 0.7929 -3.1082 1.4231  O6 0.988

Computed properties:
HOMO energy: -8.787 eV
SMILES: CNCC(=O)O
Energy: -323.71650 hartree
Net charge: 0



[7]
The following is a quantum chemistry calculation of one molecule with the formula C3H7NO2 at a distorted geometry, from the OMol25 dataset.

Last columns: bonded neighbours and bond lengths (Å).
Element x y z (Å)
1 N 1.1413 -0.9735 -0.0507  C2 1.453, H7 1.014, H8 1.012
2 C 0.4716 0.3157 -0.0504  N1 1.453, C3 1.505, C5 1.544, H9 1.093
3 C -0.0883 0.6170 -1.4145  C2 1.505, O4 1.201, H10 1.109
4 O -0.3504 -0.2451 -2.2078  C3 1.201
5 C -0.7440 0.3890 0.8987  C2 1.544, O6 1.426, H11 1.088, H12 1.078
6 O -0.2669 0.1206 2.2150  C5 1.426, H13 0.962
7 H 1.4759 -1.1945 0.8804  N1 1.014
8 H 0.5113 -1.6778 -0.4122  N1 1.012
9 H 1.1660 1.0834 0.2991  C2 1.093
10 H -0.2826 1.6818 -1.6581  C3 1.109
11 H -1.4526 -0.3775 0.5925  C5 1.088
12 H -1.1336 1.3936 0.8733  C5 1.078
13 H -0.9929 -0.2628 2.7165  O6 0.962

Computed properties:
HOMO energy: -9.382 eV
SMILES: N[C@@H](C=O)CO
Energy: -323.71721 hartree
Net charge: 0



[8]
The following is a quantum chemistry calculation of a 2-piece molecular cluster, C3H7NO2 overall at a distorted geometry, from the OMol25 dataset.

Last columns: bonded neighbours and bond lengths (Å).
Element x y z (Å)
1 C 0.3404 -1.4939 -0.5184  C2 1.345, H6 1.110, H7 1.090
2 C -0.3627 -0.3473 -0.5160  C1 1.345, N3 1.278
3 N -1.2605 0.4796 -0.1358  C2 1.278, O4 1.204
4 O -2.2926 0.8662 0.3498  N3 1.204, O5 1.585
5 O -3.3009 0.1018 -0.6040  O4 1.585, H8 0.943
6 H -0.1356 -2.2924 0.0881  C1 1.110
7 H 1.1933 -1.7968 -1.1263  C1 1.090
8 H -4.0354 0.5489 -0.9909  O5 0.943
9 C 1.9658 0.7995 0.7213  H10 1.166, H11 1.161, H12 1.152, H13 1.131
10 H 2.5259 1.8151 0.8432  C9 1.166
11 H 1.9547 0.4426 -0.3837  C9 1.161
12 H 2.5376 -0.0244 1.2884  C9 1.152
13 H 0.8701 0.9011 0.9843  C9 1.131

Computed properties:
HOMO energy (alpha / beta): -8.765 / -8.766 eV
SMILES: C=C=NOO.C
Energy: -323.42295 hartree
Net charge: 0